Entry 1:
Molecular formula: C6H6N
Method: DFT, ωB97M-V/def2-TZVPD

The geometry in XYZ format:
```
13
Properties=species:S:1:pos:R:3:forces:R:3:lowdin_charge:R:1
C 1.13995 1.34333 1.82498 0.5 -0.3 -0.7 -0.15
C 1.11116 2.16325 2.84984 0.0 -0.9 -1.1 0.23
C 1.34191 0.59431 0.76537 -0.3 0.9 1.8 -0.01
C 1.31953 -0.17411 -0.29004 1.8 -0.2 -0.5 -0.05
C -1.13353 -0.95815 0.03796 -1.0 -2.8 -1.6 -0.01
C 0.07763 -0.76437 -0.81077 0.1 1.8 1.6 -0.14
N -1.02234 0.30789 -0.66093 -0.2 0.0 -1.3 0.13
H 2.19735 -0.32239 -0.96612 -0.5 0.3 1.0 0.16
H -1.84999 -1.75126 -0.50378 1.2 2.2 1.9 0.20
H -1.11995 -0.81158 1.11401 0.1 -0.7 -0.1 0.14
H 0.28057 -1.14306 -1.79159 -1.0 -0.6 -0.4 0.16
H -1.63119 0.38649 -1.46999 -0.1 0.8 0.2 0.18
H -0.71111 1.12965 -0.09896 -0.7 -0.5 -0.8 0.18
```
Forces are in eV/Å.

Results
orbital gap	0.28499	Ha
charge	+1
HOMO	-0.5053	hartree
lowest unoccupied orbital energy	-5.9949	eV
2S+1	1
electronic energy	-286.45428	Ha



Entry 2:
Molecular formula: C28H84N8O10
Method: DFT, ωB97M-V/def2-TZVPD

The geometry in XYZ format:
```
130
Properties=species:S:1:pos:R:3:forces:R:3:lowdin_charge:R:1
C 0.34461 0.17501 4.78284 0.7 1.0 -1.2 -0.03
C -0.69639 1.23770 4.41962 -0.7 1.4 0.9 -0.20
C -1.37555 2.13734 5.57009 -0.3 -1.1 1.0 -0.20
O -0.63809 3.20079 6.04788 1.7 1.7 -0.7 -0.19
C -1.27136 4.23851 6.85253 -1.3 0.3 0.0 -0.04
N -0.09186 2.25774 3.34408 -0.9 -0.4 2.0 0.24
H -0.63878 3.10636 3.37285 -0.7 0.3 0.1 0.14
H 0.80305 2.58538 3.67855 0.6 -0.3 0.1 0.15
H -0.06760 1.92479 2.39084 0.4 -0.8 -0.7 0.07
H 0.55622 -0.32451 3.83744 0.3 -0.1 -0.1 0.05
H 0.08977 -0.63270 5.46896 -0.4 0.7 0.4 0.10
H 1.27196 0.67517 5.06210 0.0 -0.2 0.5 0.10
H -1.51632 0.73861 3.90315 -0.1 0.3 -0.1 0.12
H -1.51715 1.51592 6.45434 -0.1 -1.0 -0.2 0.14
H -2.39771 2.41576 5.31361 -0.1 0.3 -0.7 0.13
H -0.63970 5.05566 7.20091 1.1 -0.8 -0.3 0.10
H -1.78840 3.89269 7.74763 0.2 -0.7 -0.1 0.10
H -2.01932 4.79985 6.29258 -0.3 -0.4 -0.5 0.09
C 2.25783 4.33083 -0.52502 -0.5 0.0 -0.7 -0.03
C 1.23671 5.42975 -0.19276 0.5 0.3 -0.3 -0.24
C -0.33607 5.20784 -0.32210 3.1 -0.8 0.2 -0.12
O -0.68221 4.05456 0.43905 1.2 1.7 0.1 -0.20
C -2.02789 3.76639 0.36094 -1.5 -1.5 0.7 -0.12
N 1.62709 5.99260 1.19719 -1.2 -1.3 -0.8 0.25
H 0.78281 6.35945 1.61279 -0.1 0.7 0.6 0.17
H 1.92490 5.19465 1.74003 0.3 0.1 0.6 0.15
H 2.36029 6.68443 1.13493 0.3 0.4 0.2 0.18
H 3.28264 4.70202 -0.51561 0.0 0.2 0.3 0.10
H 2.10226 4.06001 -1.56931 -0.2 -0.2 -0.1 0.07
H 2.20085 3.41366 0.06121 -0.3 0.1 0.3 0.07
H 1.52476 6.28059 -0.81018 -0.5 -0.1 -0.4 0.16
H -0.55173 4.96364 -1.36228 0.0 0.6 -0.2 0.14
H -0.70335 6.18797 -0.01788 -1.1 -0.3 0.2 0.14
H -2.39002 3.50375 -0.63303 0.2 0.4 -0.5 0.10
H -2.70904 4.47770 0.82803 0.2 0.4 -0.1 0.12
H -2.11490 2.84149 0.93110 -0.3 -0.2 0.2 0.07
C -5.57223 -1.32639 0.10448 1.5 0.4 -0.4 0.00
C -4.37972 -0.81648 -0.82099 -1.2 -0.2 0.2 -0.26
C -4.77861 -0.78361 -2.34538 -0.3 0.4 0.6 -0.14
O -3.99109 0.06858 -3.16574 -0.2 -1.1 0.3 -0.16
C -2.74030 -0.53033 -3.46807 0.5 0.0 0.7 -0.08
N -3.98677 0.57699 -0.40542 -0.1 0.4 -0.4 0.22
H -4.73197 1.25635 -0.46248 -0.7 0.1 0.1 0.18
H -3.53995 0.62378 0.49917 0.1 -0.2 0.5 0.12
H -3.29484 0.92335 -1.05454 0.4 0.0 -0.6 0.13
H -5.82281 -2.37303 -0.06832 -0.3 0.3 -0.7 0.09
H -6.41345 -0.63545 0.04930 -0.2 -0.3 -0.3 0.10
H -5.27239 -1.36897 1.15156 0.3 0.4 0.2 0.06
H -3.44474 -1.34255 -0.62820 -0.3 -0.4 -0.2 0.11
H -5.79760 -0.41999 -2.47778 -0.1 0.0 0.3 0.15
H -4.78534 -1.82637 -2.66274 0.2 -0.1 -0.3 0.14
H -2.18414 -0.50540 -2.53097 0.9 0.3 -0.1 0.05
H -2.27048 0.00325 -4.29430 0.0 0.1 0.3 0.10
H -2.73069 -1.59581 -3.69776 -0.8 -0.1 -0.5 0.10
C 1.84474 -6.53597 2.68856 -1.4 0.4 -1.0 0.02
C 1.03605 -6.21571 1.40588 -2.0 0.8 0.5 -0.29
C 1.34260 -4.95084 0.58204 2.2 -1.4 -1.0 -0.20
O 0.39308 -4.76428 -0.41660 -1.2 -0.5 0.4 -0.21
C 0.59166 -3.62933 -1.24958 0.1 -1.2 -0.3 -0.06
N 0.67420 -7.44120 0.57647 1.2 1.5 -0.1 0.27
H 0.10579 -7.14702 -0.20486 -0.6 0.1 -0.4 0.16
H 1.51064 -7.83113 0.16606 0.4 -0.9 0.0 0.18
H 0.16803 -8.06883 1.18472 0.0 -0.8 0.0 0.18
H 1.73563 -5.59143 3.22150 0.9 0.0 0.3 0.09
H 2.85182 -6.92144 2.52947 0.0 0.4 0.1 0.11
H 1.27323 -7.23426 3.30000 0.1 -0.3 -0.1 0.10
H 0.02230 -5.90244 1.65539 -0.3 -0.4 1.0 0.12
H 2.29088 -5.14848 0.08221 0.6 0.5 0.0 0.14
H 1.44772 -4.07294 1.21948 0.0 -0.1 0.4 0.13
H 0.48597 -2.71444 -0.66656 0.0 0.2 -0.2 0.07
H -0.14275 -3.75804 -2.04468 -0.2 0.5 0.2 0.10
H 1.55423 -3.74150 -1.74856 0.3 0.4 0.2 0.10
C -0.95753 -2.56672 3.36037 -0.4 0.5 0.0 -0.02
C -2.23423 -2.53908 2.52087 -0.4 -1.5 -1.9 -0.28
C -2.04637 -3.17810 1.11939 -0.9 0.0 -1.5 -0.12
O -3.31642 -3.47278 0.34959 1.5 1.5 2.2 -0.23
C -3.10058 -4.17474 -0.88036 0.0 -1.0 1.0 -0.06
N -3.34030 -3.37178 3.20543 1.2 1.6 -0.9 0.27
H -3.57436 -2.78698 3.99494 -0.6 -0.7 0.9 0.18
H -4.12408 -3.45802 2.57429 -0.6 0.0 -0.4 0.16
H -2.99587 -4.30265 3.39238 0.0 -0.4 0.8 0.18
H -0.54671 -3.55225 3.57957 -0.4 -0.2 0.0 0.10
H -1.18055 -2.05121 4.29450 0.2 -0.2 0.2 0.08
H -0.14562 -2.01052 2.89183 -0.3 0.1 -0.3 0.08
H -2.63552 -1.53868 2.35888 0.0 0.0 0.4 0.13
H -1.41173 -4.05973 1.20927 -0.3 -0.4 -0.1 0.10
H -1.49256 -2.48639 0.48463 0.2 0.2 0.2 0.10
H -2.45691 -3.69783 -1.61952 0.1 0.3 0.3 0.08
H -4.07807 -4.37747 -1.31800 0.0 0.1 0.1 0.11
H -2.68261 -5.11453 -0.51955 0.2 -0.3 -0.9 0.09
C 2.85777 -0.84584 -2.29291 -0.5 -0.4 0.7 -0.03
C 3.51164 -0.97763 -0.88423 -1.4 1.2 -2.5 -0.24
C 4.94314 -1.40038 -1.00554 0.0 0.9 0.8 -0.26
O 4.98594 -2.71882 -1.46311 0.5 1.0 0.2 -0.15
C 6.36285 -3.01466 -1.76887 0.7 -1.1 -0.3 -0.05
N 3.28578 0.45670 -0.23266 1.3 -1.4 0.5 0.24
H 2.31182 0.72365 -0.21795 -1.0 -0.2 0.1 0.08
H 3.61533 0.50940 0.72061 -0.1 -0.5 0.8 0.16
H 3.81551 1.22603 -0.61686 0.4 -0.1 -1.2 0.16
H 3.34246 -0.18520 -3.01174 0.6 -0.1 0.3 0.09
H 1.83603 -0.47206 -2.22635 -0.2 -0.2 0.2 0.05
H 2.82410 -1.85591 -2.70123 0.1 0.1 -0.2 0.09
H 3.00861 -1.77070 -0.33099 -0.4 0.6 0.5 0.14
H 5.33046 -1.28264 0.00650 0.8 -0.3 0.2 0.14
H 5.45952 -0.69620 -1.65791 0.3 0.0 -0.2 0.14
H 6.45208 -4.10098 -1.76264 0.0 0.1 0.0 0.11
H 7.09175 -2.61135 -1.06591 -0.4 0.0 0.5 0.10
H 6.70397 -2.64984 -2.73771 -0.6 0.1 -0.3 0.10
C 3.24162 4.43434 -4.92744 -0.2 0.9 -0.3 -0.01
C 2.11722 3.82022 -5.83716 1.7 -0.1 0.7 -0.27
C 1.44772 2.72575 -5.11110 -0.7 -0.8 1.6 -0.18
O 0.86177 3.15728 -3.84620 0.8 -0.1 -1.3 -0.21
C -0.10516 2.24038 -3.36719 -0.9 1.2 0.5 -0.10
N 1.11909 4.88278 -6.29791 1.6 -0.6 1.2 0.28
H 1.47923 5.38462 -7.09702 0.0 0.3 -0.6 0.19
H 0.19401 4.50983 -6.45674 -0.4 0.0 -0.3 0.18
H 1.13696 5.49756 -5.49677 -0.7 0.8 0.1 0.16
H 2.92054 4.78164 -3.94540 -0.9 0.1 -0.1 0.06
H 3.71929 5.30312 -5.38037 0.1 -0.1 -0.3 0.10
H 4.05386 3.77934 -4.61228 -0.2 -0.6 -0.9 0.10
H 2.54884 3.32855 -6.70898 0.1 0.4 -0.2 0.17
H 2.20769 2.00398 -4.81181 0.2 -0.2 -0.5 0.14
H 0.73358 2.21180 -5.75450 -0.4 0.0 0.1 0.14
H -0.10026 2.32693 -2.28065 0.3 -0.4 0.2 0.06
H -0.01531 1.20175 -3.68540 0.3 0.1 -0.1 0.09
H -1.06504 2.67311 -3.64913 -0.4 -0.6 -0.3 0.10
N -0.40249 0.34224 0.33349 1.3 0.6 0.0 -0.58
O -1.38991 0.24739 1.04175 -2.2 -0.4 1.0 -0.03
O 0.61954 0.84350 0.87473 1.0 0.3 -0.1 -0.08
O -0.38256 -0.00026 -0.83281 -0.1 -0.4 -0.7 0.02
```
Forces are in eV/Å.

Results
orbital gap	0.31971	Ha
charge	+6
HOMO	-0.7868	hartree
lowest unoccupied orbital energy	-12.7110	eV
2S+1	1
electronic energy	-2305.00210	Ha



Entry 3:
Molecular formula: C7H10N5PS
Method: DFT, ωB97M-V/def2-TZVPD

The geometry in XYZ format:
```
24
Properties=species:S:1:pos:R:3:forces:R:3:lowdin_charge:R:1
C 1.43120 -0.21733 -0.31643 -1.3 0.7 -1.2 -0.13
C 0.16139 0.32631 -0.57161 1.2 0.4 0.4 -0.30
C 1.41322 -1.58974 -0.08326 -0.5 1.1 0.0 -0.37
C -0.87950 -1.59565 -0.21190 -0.5 -0.2 0.5 -0.40
C 2.36871 0.86924 -0.30850 0.5 -0.9 2.5 -0.73
C -2.16603 -2.31956 0.02268 0.9 -0.2 -0.7 0.00
C -0.91701 2.61737 0.28608 3.7 -0.1 -2.4 -0.25
N -0.99345 -0.28464 -0.30247 0.7 1.2 -2.6 0.00
N 0.24991 -2.22775 -0.10571 0.1 -2.0 -0.2 0.17
N 1.61968 1.95208 -0.59046 1.9 3.2 0.6 -0.04
N 0.32100 1.66552 -0.96535 -3.3 0.8 2.7 0.03
N 2.47290 -2.28640 0.19538 2.3 -1.4 0.4 0.18
P -2.28550 1.45770 0.60809 0.3 -0.9 1.3 0.80
S 3.86387 0.72790 0.50833 -0.6 0.6 -1.1 0.54
H -2.91583 -2.06794 -0.68959 -0.5 0.3 -0.8 0.07
H -2.05426 -3.39496 0.04148 0.1 -0.1 0.4 0.08
H -2.47336 -1.85872 0.92313 -0.8 -0.1 1.4 0.06
H -0.90624 3.62504 -0.20323 -0.9 -1.2 -0.2 0.07
H -0.11283 2.75294 1.01292 -0.5 -0.5 0.7 0.04
H 1.86470 2.96901 -0.22418 -0.5 -3.1 -1.5 0.21
H 3.37414 -1.84589 0.41631 -0.7 -0.2 -0.4 0.07
H 2.35020 -3.29287 0.20280 0.2 0.3 0.3 0.12
H -2.81683 1.47155 -0.64779 -0.5 0.1 -0.9 -0.08
H -2.97010 2.54679 1.00329 -1.3 1.9 0.6 -0.15
```
Forces are in eV/Å.

Results
orbital gap (alpha / beta)	0.28341 / 0.28344	Ha
HOMO (alpha / beta)	-0.2945 / -0.2945	hartree
lowest unoccupied orbital energy (alpha / beta)	-0.3010 / -0.3007	eV
2S+1	1
electronic energy	-1285.94625	Ha



Entry 4:
Molecular formula: C4H5NO
Method: DFT, ωB97M-V/def2-TZVPD

The geometry in XYZ format:
```
11
Properties=species:S:1:pos:R:3:forces:R:3:lowdin_charge:R:1
H -1.44442 2.70907 -0.28271 0.0 0.0 -0.1 0.04
N -0.86624 1.87163 -0.25428 -0.5 -0.1 0.0 0.09
C -1.59292 0.84925 -0.03591 -0.1 0.2 -0.2 -0.27
C -1.00406 -0.48204 0.14325 0.0 0.1 0.2 -0.10
C 0.29812 -0.59720 0.14268 -0.2 0.3 0.4 -0.01
C 1.53636 -0.84339 -0.16514 -0.8 -0.9 0.6 -0.21
O 2.62775 -0.65976 0.62560 0.2 -0.1 0.0 0.01
H -2.67252 0.88882 0.13873 0.0 0.2 -0.2 0.10
H -1.63886 -1.33534 0.36835 0.0 0.3 0.5 0.10
H 1.32688 -1.72890 -0.77169 1.5 0.1 -1.2 0.14
H 3.42991 -0.67214 0.09113 -0.2 -0.1 0.0 0.10
```
Forces are in eV/Å.

Results
orbital gap	0.33226	Ha
HOMO	-0.3208	hartree
lowest unoccupied orbital energy	0.3107	eV
2S+1	1
electronic energy	-285.28632	Ha